No. 1
ORCA calculation (the ωB97M-V functional and the def2-TZVPD basis) on one molecule with the formula C4H9NO.

Calculated values
E_HOMO ... -0.2739 hartree
F_max ... 0.018 hartree/bohr
HOMO-LUMO gap ... 8.283 eV
E_tot ... -7826.5257 eV
Energy relative to the best compared isomer or geometry (same formula, charge and spin) ... 5.7942 eV
Molecular weight ... 87.122 g/mol

XYZ file:
```
15
Properties=species:S:1:pos:R:3:forces:R:3:lowdin_charge:R:1
C 1.6961 -0.4151 -0.1704 0.02 0.05 0.03 -0.06
C 0.2607 -0.0063 -0.4842 0.04 0.17 -0.17 -0.38
C -0.6620 -1.1987 -0.7252 -0.02 0.08 0.08 -0.06
N -0.2618 0.8506 0.6197 0.24 0.79 -0.26 -0.11
C -1.6679 1.3327 0.5706 -0.75 -0.38 0.25 -0.12
O -0.5881 2.2679 0.3465 0.59 -0.60 -0.38 -0.09
H 2.1168 -0.9881 -1.0033 -0.12 0.12 0.14 0.09
H 1.7365 -1.0545 0.7208 -0.03 0.11 -0.12 0.08
H 2.3334 0.4606 -0.0069 -0.06 -0.11 -0.02 0.08
H 0.2357 0.6536 -1.3527 0.01 -0.05 -0.03 0.15
H -1.6936 -0.8438 -0.7881 0.14 -0.08 0.00 0.06
H -0.5822 -1.9403 0.0785 0.01 0.14 -0.08 0.08
H -0.3921 -1.6903 -1.6673 0.00 0.13 0.19 0.08
H 0.3904 0.9932 1.3878 -0.31 -0.49 0.32 0.16
H -2.0069 1.4387 1.6159 0.23 0.12 0.05 0.03
```
Positions in Å, forces in eV/Å.

No. 2
ORCA calculation (the ωB97M-V functional and the def2-TZVPD basis) on one molecule with the formula C3H2OS in a non-equilibrium geometry.

Calculated values
E_HOMO ... -0.3279 hartree
SMILES ... C#CC(O)=S
F_max ... 0.155 hartree/bohr
HOMO-LUMO gap ... 7.773 eV
E_tot ... -16022.8425 eV
Energy relative to the best compared isomer or geometry (same formula, charge and spin) ... 1.4748 eV
Molecular weight ... 86.115 g/mol

XYZ file:
```
7
Properties=species:S:1:pos:R:3:forces:R:3:lowdin_charge:R:1
C -0.2146 -0.3310 1.6788 0.17 1.40 -4.08 0.23
C -0.1722 0.0805 0.5314 -0.70 -1.59 6.82 -0.17
C -0.0674 0.5453 -0.6962 0.81 4.05 -6.78 -0.84
O 0.2427 -0.4073 -1.6175 0.21 -0.44 0.46 -0.01
S -0.1602 2.1883 -1.2791 -0.05 -3.34 1.58 0.64
H -0.1147 -0.8150 2.5605 0.00 -1.00 2.34 0.02
H 0.4865 -1.2608 -1.1778 -0.44 0.92 -0.34 0.13
```
Positions in Å, forces in eV/Å.

No. 3
ORCA calculation (the ωB97M-V functional and the def2-TZVPD basis) on C10H12FN as an isolated structure in a non-equilibrium geometry.

Calculated values
E_HOMO ... -0.3150 hartree
F_max ... 0.173 hartree/bohr
HOMO-LUMO gap ... 9.408 eV
E_tot ... -14767.4066 eV
Energy relative to the best compared isomer or geometry (same formula, charge and spin) ... 4.3460 eV
Molecular weight ... 165.211 g/mol

XYZ file:
```
24
Properties=species:S:1:pos:R:3:forces:R:3:lowdin_charge:R:1
C -0.3032 -2.6118 2.9683 0.34 0.99 2.83 -0.10
C -0.1935 -1.6937 1.7838 2.12 1.86 -0.86 -0.26
C 1.1540 -1.2660 1.5732 -4.22 1.29 -2.54 -0.03
C 1.3551 -0.3435 0.5320 1.66 -1.44 1.28 -0.02
C 0.3924 0.0944 -0.3084 -0.69 1.06 -1.04 -0.18
C -0.8949 -0.2474 -0.0742 -0.14 0.10 -0.83 -0.08
C -1.2204 -1.0123 0.9661 0.05 -4.33 3.46 -0.02
C 0.6050 0.8868 -1.5385 2.71 -1.60 -1.74 -0.31
C -0.1939 1.2171 -2.8378 -4.40 -0.23 2.17 0.00
C 0.2357 2.2815 -1.8301 6.66 -1.29 -5.77 -0.42
H -1.1236 -3.4075 2.8565 1.53 1.00 0.59 0.08
H -0.6063 -1.7603 3.7561 0.18 -2.44 -0.98 0.11
H 0.8790 -2.9815 3.4841 -3.95 0.78 -2.11 0.17
H 2.0016 -1.6984 1.9813 1.21 -0.82 1.16 0.08
H 2.3905 -0.2639 0.3613 1.06 0.99 -0.76 0.10
H -1.4724 -0.0798 -0.9445 -1.65 0.27 -0.07 0.10
H -2.2261 -1.4225 1.0998 0.12 0.41 -0.10 0.11
H -0.0648 1.2744 -3.9130 1.31 -0.52 0.30 0.10
H -1.3860 1.0307 -2.7475 2.63 0.31 0.12 0.14
H 1.2162 2.7570 -2.3200 -2.09 -0.36 1.37 0.20
H -1.4090 2.2826 -1.1491 -0.45 1.63 0.95 0.10
H -0.3543 3.4408 -0.4762 -0.04 0.85 2.17 0.07
N -0.7017 3.0281 -1.2841 -3.81 0.36 0.40 0.09
F 1.9206 0.4952 -1.9392 -0.15 1.13 -0.01 -0.02
```
Positions in Å, forces in eV/Å.

No. 4
ORCA calculation (the ωB97M-V functional and the def2-TZVPD basis) on a 2-piece molecular cluster, C4H12OS2 overall in a non-equilibrium geometry.

Calculated values
E_HOMO ... -0.3203 hartree
SMILES ... CCSSCC.O
F_max ... 0.075 hartree/bohr
HOMO-LUMO gap ... 9.332 eV
E_tot ... -28059.1933 eV
Energy relative to the best compared isomer or geometry (same formula, charge and spin) ... 1.6726 eV
Molecular weight ... 140.273 g/mol

XYZ file:
```
19
Properties=species:S:1:pos:R:3:forces:R:3:lowdin_charge:R:1
C -1.0548 2.0067 1.1370 0.99 0.28 -1.39 -0.17
C -1.8761 0.8468 1.6156 1.12 1.00 3.57 -0.63
S -1.0870 -0.7174 2.1757 -0.99 0.50 -1.45 0.51
S -1.2757 -1.7544 0.4053 1.72 -0.22 0.30 0.47
C 0.5040 -1.6660 -0.0339 2.63 0.33 -1.46 -0.67
C 0.8921 -2.5124 -1.3279 -2.00 1.60 -0.67 -0.19
H -0.5958 1.7542 0.1611 -0.63 0.53 -0.07 0.06
H -0.1655 2.0904 1.7303 0.36 0.31 0.78 0.05
H -1.5936 3.0097 1.1405 0.52 -1.47 -0.20 0.10
H -2.7816 0.7987 1.1107 -1.54 -0.98 -1.08 0.04
H -2.1339 1.1443 2.6416 -0.59 0.26 -0.05 0.05
H 0.8263 -0.6506 -0.4204 -0.83 -0.61 1.22 0.05
H 1.2758 -1.9342 0.7933 -1.98 0.30 -0.95 0.09
H 0.9092 -1.7266 -2.2658 -0.83 -2.41 1.97 0.11
H 0.1454 -3.4151 -1.3509 1.88 1.49 -0.71 0.08
H 1.9468 -2.7197 -1.2588 0.19 -0.88 0.17 0.04
O 2.1666 1.6455 -2.3663 1.68 -0.54 0.01 -0.05
H 2.6330 1.8934 -1.5500 -0.71 0.01 -0.43 0.05
H 1.2646 1.9066 -2.3368 -1.00 0.50 0.44 0.01
```
Positions in Å, forces in eV/Å.